No. 1
Entry from the OMol25 dataset: C2H6N2O3 in the gas phase in a non-equilibrium geometry (ωB97M-V with the def2-TZVPD basis set).

Structure (ORCA input):
```
! wB97M-V def2-TZVPD RIJCOSX def2/J DEFGRID3
* xyz 0 1
C 1.514 0.524 -0.674
N 0.067 0.494 -0.768
O -0.410 1.784 -1.116
C -0.750 -0.119 0.270
O -1.728 0.442 0.746
N -0.264 -1.323 0.666
O -1.211 -2.055 1.529
H 1.807 1.153 0.173
H 1.906 -0.485 -0.527
H 1.927 0.929 -1.603
H -1.141 1.943 -0.480
H 0.106 -1.938 -0.051
H -1.823 -1.349 1.835
*
```

Its energy above the lowest of the compared OMol25 structures with the same formula, charge and spin is 100.47 kcal per mole. The total energy comes out at -11290.970 eV. The SMILES is CN(O)C(=O)NO.

No. 2
Entry from the OMol25 dataset: C2H6N2O3 in the gas phase in a non-equilibrium geometry (ωB97M-V with the def2-TZVPD basis set).

Structure (ORCA input):
```
! wB97M-V def2-TZVPD RIJCOSX def2/J DEFGRID3
* xyz 0 1
C 0.854 1.349 0.769
N 0.033 0.312 -0.163
O -1.025 1.120 -0.255
O 0.575 0.063 -1.486
C -0.341 -0.985 0.461
N -0.865 -1.838 -0.424
O -0.326 -1.085 1.657
H 1.877 1.205 0.460
H 0.730 1.028 1.800
H 0.595 2.400 0.701
H 0.095 0.709 -2.036
H -0.994 -1.549 -1.383
H -1.208 -2.727 -0.099
*
```

Its energy above the lowest of the compared OMol25 structures with the same formula, charge and spin is 124.14 kcal per mole. The total energy comes out at -11289.944 eV. The SMILES is C[N@@+]([O-])(O)C(N)=O.

No. 3
Entry from the OMol25 dataset: C2H6N2O3 in the gas phase in a non-equilibrium geometry (ωB97M-V with the def2-TZVPD basis set).

Structure (ORCA input):
```
! wB97M-V def2-TZVPD RIJCOSX def2/J DEFGRID3
* xyz 0 1
O -1.654 0.979 -0.997
C -1.778 0.181 -0.109
O -2.857 -0.067 0.740
N -0.849 -0.756 0.023
N 0.359 -0.618 -0.714
C 1.412 0.016 -0.022
O 1.030 1.148 0.749
H -3.560 0.460 0.411
H -0.732 -1.420 0.770
H -0.055 0.014 -1.475
H 1.872 -0.821 0.516
H 2.038 0.278 -0.811
H 0.324 1.686 0.411
*
```

Its energy above the lowest of the compared OMol25 structures with the same formula, charge and spin is 55.41 kcal per mole. The total energy comes out at -11292.924 eV. The SMILES is O=C(O)NNCO.

No. 4
Entry from the OMol25 dataset: a molecular structure, C2H6N2O3 in a non-equilibrium geometry (ωB97M-V with the def2-TZVPD basis set).

Structure (ORCA input):
```
! wB97M-V def2-TZVPD RIJCOSX def2/J DEFGRID3
* xyz 0 1
C 0.926 -1.590 0.118
C -0.994 -0.060 0.247
O 1.715 -1.040 1.087
N -0.810 0.871 1.082
O 0.722 -2.780 0.078
H 1.702 -0.072 0.988
H -1.311 0.727 1.957
H -1.680 -0.907 0.229
N 0.153 1.493 -1.350
O -0.451 0.181 -1.162
H 0.505 -0.701 -0.911
H 0.055 1.923 -0.419
H -0.533 1.956 -1.945
*
```

Its energy above the lowest of the compared OMol25 structures with the same formula, charge and spin is 135.87 kcal per mole. The total energy comes out at -11289.435 eV.

No. 5
Entry from the OMol25 dataset: 2 unconnected molecules or ions with the total composition C2H6N2O3S in a non-equilibrium geometry (ωB97M-V with the def2-TZVPD basis set).

Structure (ORCA input):
```
! wB97M-V def2-TZVPD RIJCOSX def2/J DEFGRID3
* xyz 0 1
C -1.134 0.739 -1.414
C 1.183 0.772 -0.732
N 0.134 1.040 -1.717
N -1.411 0.115 -0.381
O 0.242 -0.513 2.924
O 0.914 -1.977 1.122
O -1.382 -2.066 1.901
S -0.124 -1.448 1.880
H 1.537 -0.216 -0.845
H 2.131 1.522 -0.663
H 0.763 0.866 0.257
H 0.365 1.399 -2.629
H -2.462 0.014 -0.073
H -0.756 -0.247 0.369
*
```

Its energy above the lowest of the compared OMol25 structures with the same formula, charge and spin is 85.88 kcal per mole. The total energy comes out at -22125.304 eV.

No. 6
Entry from the OMol25 dataset: 2 unconnected molecules or ions with the total composition C2H6N2O4 in a non-equilibrium geometry (ωB97M-V with the def2-TZVPD basis set).

Structure (ORCA input):
```
! wB97M-V def2-TZVPD RIJCOSX def2/J DEFGRID3
* xyz 0 1
C 0.246 1.188 0.806
O 0.464 1.303 -0.583
N -0.021 0.238 -1.351
O 0.544 -0.979 -0.989
O -1.387 0.141 -1.195
H 0.706 0.243 1.089
H -0.775 1.521 1.081
H 1.009 1.890 1.359
H 1.506 -0.904 -1.354
H -1.546 -0.691 -0.690
N 3.375 1.123 0.097
C 3.245 0.625 1.135
O 3.342 0.194 2.220
H 3.063 1.887 -0.541
*
```

Its energy above the lowest of the compared OMol25 structures with the same formula, charge and spin is 154.67 kcal per mole. The total energy comes out at -13336.104 eV. The SMILES is CON(O)O.N=C=O.

No. 7
Entry from the OMol25 dataset: 2 unconnected molecules or ions with the total composition C2H6N2O4 in a non-equilibrium geometry (ωB97M-V with the def2-TZVPD basis set).

Structure (ORCA input):
```
! wB97M-V def2-TZVPD RIJCOSX def2/J DEFGRID3
* xyz 1 2
C 1.086 -1.184 1.592
N 2.443 -1.274 0.900
O 3.305 -1.974 1.338
O 2.497 -0.566 -0.102
H 0.382 -0.709 0.909
H 1.274 -0.520 2.435
H 0.736 -2.186 1.841
C -2.276 1.174 -1.292
N -0.823 1.210 -1.243
O -0.160 1.152 -2.221
O -0.401 1.346 -0.139
H -2.767 1.015 -0.332
H -2.669 0.408 -1.960
H -2.628 2.109 -1.726
*
```

Its energy above the lowest of the compared OMol25 structures with the same formula, charge and spin is 0.00 kcal per mole. The total energy comes out at -13324.605 eV. As for the expectation value of S²: 0.7596.

No. 8
Entry from the OMol25 dataset: C2H6N2OS in the gas phase in a non-equilibrium geometry (ωB97M-V with the def2-TZVPD basis set).

Structure (ORCA input):
```
! wB97M-V def2-TZVPD RIJCOSX def2/J DEFGRID3
* xyz 0 1
C 0.316 -1.500 0.727
N -0.028 -0.033 0.963
C 0.342 1.015 0.217
O 0.729 2.116 0.618
N 0.216 0.931 -1.197
S -1.229 0.269 -1.963
H -0.596 -2.128 0.399
H 0.895 -1.463 -0.232
H 0.994 -1.922 1.422
H -0.010 0.343 1.877
H 0.678 1.685 -1.698
H -2.308 0.688 -1.133
*
```

Its energy above the lowest of the compared OMol25 structures with the same formula, charge and spin is 31.07 kcal per mole. The total energy comes out at -18033.458 eV. The SMILES is CNC(=O)NS.

No. 9
Entry from the OMol25 dataset: C2H6N2OS in the gas phase in a non-equilibrium geometry (ωB97M-V with the def2-TZVPD basis set).

Structure (ORCA input):
```
! wB97M-V def2-TZVPD RIJCOSX def2/J DEFGRID3
* xyz 0 1
S -2.509 -0.181 0.018
C -0.901 0.499 0.403
C 0.393 -0.758 0.145
N 1.587 -0.156 0.656
N 2.198 0.736 -0.258
O 2.750 -0.539 -0.047
H -2.298 -0.323 -1.293
H -0.870 0.755 1.453
H -0.636 1.323 -0.244
H 0.414 -0.965 -0.923
H 0.128 -1.615 0.750
H 2.757 1.426 0.262
*
```

Its energy above the lowest of the compared OMol25 structures with the same formula, charge and spin is 135.08 kcal per mole. The total energy comes out at -18028.947 eV. The SMILES is SCCn1[nH]o1.

No. 10
Entry from the OMol25 dataset: C2H6N2OS in the gas phase in a non-equilibrium geometry (ωB97M-V with the def2-TZVPD basis set).

Structure (ORCA input):
```
! wB97M-V def2-TZVPD RIJCOSX def2/J DEFGRID3
* xyz 0 1
H -1.080 -0.558 -1.271
N -0.219 -0.108 -1.498
C 0.044 0.300 -0.306
N 1.122 1.228 -0.121
O 2.183 1.054 -1.153
S -0.931 -0.093 1.222
C -1.281 -1.800 0.560
H 1.457 1.121 0.909
H 1.984 0.204 -1.588
H -2.220 -1.918 -0.155
H -0.228 -2.147 0.083
H -1.376 -2.491 1.502
*
```

Its energy above the lowest of the compared OMol25 structures with the same formula, charge and spin is 86.85 kcal per mole. The total energy comes out at -18031.039 eV. The SMILES is [H]/N=C(/NO)SC.

No. 11
Entry from the OMol25 dataset: a gas-phase ion, C2H6N2P (charge +1) in a non-equilibrium geometry (ωB97M-V with the def2-TZVPD basis set).

Structure (ORCA input):
```
! wB97M-V def2-TZVPD RIJCOSX def2/J DEFGRID3
* xyz 1 1
C 0.021 1.224 -0.071
N 1.356 1.053 -0.100
P 1.999 -0.345 -0.080
C 0.279 -1.220 -0.054
N -0.776 -0.102 0.006
H -0.238 1.895 0.800
H -0.221 1.874 -0.843
H 0.106 -1.970 0.872
H 0.251 -1.843 -0.898
H -1.239 -0.344 0.931
H -1.538 -0.223 -0.564
*
```

Its energy above the lowest of the compared OMol25 structures with the same formula, charge and spin is 38.67 kcal per mole. The total energy comes out at -14431.533 eV. The SMILES is C1N=PC[NH2+]1.

No. 12
Entry from the OMol25 dataset: a molecular structure, C2H6N2S in a non-equilibrium geometry (ωB97M-V with the def2-TZVPD basis set).

Structure (ORCA input):
```
! wB97M-V def2-TZVPD RIJCOSX def2/J DEFGRID3
* xyz 0 1
C 0.666 -0.313 -0.193
C -0.519 -0.399 -1.090
N -0.107 0.844 0.236
N -0.719 0.686 1.505
S -0.651 0.265 -2.647
H 0.777 -1.029 0.580
H 1.567 -0.079 -0.714
H -1.485 -0.872 -0.948
H -1.687 0.983 1.187
H -0.809 -0.255 1.797
H 0.630 0.209 -3.194
*
```

Its energy above the lowest of the compared OMol25 structures with the same formula, charge and spin is 85.24 kcal per mole. The total energy comes out at -15983.102 eV.